Entry 1:
DFT (ωB97M-V/def2-TZVPD) results for C32H51BrCdN8O2S4 as an isolated structure.

Kohn-Sham gap   8.1 eV
Highest occupied orbital energy   -13.24 eV
Energy relative to the best compared isomer or geometry (same formula, charge and spin)   169.8 kJ/mol

Geometry as ORCA input:
```
! RIJCOSX wB97M-V def2-TZVPD def2/J DEFGRID3
* xyz 2 1
Cd -16.20 -13.12 3.33
C -20.45 -11.31 3.71
C -19.67 -10.03 3.52
S -17.92 -10.32 3.03
C -17.13 -9.14 4.16
C -17.10 -9.50 5.62
S -16.76 -11.27 5.93
C -18.18 -11.52 7.03
C -19.59 -11.46 6.42
S -19.81 -12.48 4.92
H -20.49 -11.80 2.75
H -21.49 -11.11 4.00
H -19.70 -9.35 4.47
H -20.14 -9.41 2.71
H -17.65 -8.20 4.04
H -16.13 -9.02 3.79
H -18.01 -9.26 6.14
H -16.39 -8.89 6.14
H -18.06 -10.77 7.83
H -18.01 -12.56 7.39
H -19.98 -10.49 6.23
H -20.24 -11.87 7.20
C -12.24 -12.58 7.44
C -12.61 -12.10 6.06
C -11.81 -11.22 5.36
C -12.23 -10.90 4.07
C -13.45 -11.37 3.56
Br -14.10 -10.80 1.90
N -14.20 -12.23 4.25
C -13.74 -12.57 5.48
H -13.17 -12.94 7.97
H -11.68 -11.79 8.03
H -11.57 -13.42 7.41
H -10.86 -10.84 5.75
H -11.64 -10.22 3.43
H -14.35 -13.23 6.03
C -22.10 -17.24 6.63
C -21.05 -16.16 6.30
C -19.67 -16.69 6.35
N -18.76 -15.67 5.90
C -17.73 -15.86 5.09
S -16.31 -14.88 5.18
N -17.68 -16.96 4.27
C -18.75 -17.27 3.39
O -19.56 -16.44 3.09
C -18.63 -18.65 2.78
C -19.44 -18.91 1.66
C -19.34 -20.15 1.06
C -18.39 -21.10 1.51
C -17.65 -20.85 2.63
C -17.76 -19.61 3.28
H -23.12 -16.92 6.65
H -21.96 -17.63 7.67
H -22.01 -18.04 5.91
H -21.22 -15.28 6.98
H -21.24 -15.73 5.29
H -19.63 -17.63 5.74
H -19.39 -17.03 7.34
H -18.53 -14.92 6.55
H -16.75 -17.22 3.98
H -20.05 -18.13 1.29
H -19.97 -20.38 0.21
H -18.35 -22.11 1.07
H -17.03 -21.62 3.05
H -17.25 -19.50 4.29
C -11.56 -16.04 3.94
N -12.84 -15.93 3.22
C -13.69 -17.11 3.15
C -13.21 -14.72 2.76
O -14.34 -14.45 2.34
H -11.64 -16.51 4.93
H -11.17 -15.05 4.14
H -10.89 -16.67 3.30
H -14.69 -16.92 2.96
H -13.57 -17.53 4.12
H -13.23 -17.79 2.44
H -12.41 -13.99 2.78
C -16.47 -12.96 0.31
N -16.94 -13.43 -0.94
C -16.83 -14.84 -0.98
N -17.72 -15.55 -0.03
C -17.26 -15.10 1.26
N -17.29 -13.59 1.48
C -18.75 -13.23 1.22
N -19.13 -13.64 -0.10
C -18.30 -13.00 -1.10
C -19.09 -15.04 -0.26
H -16.51 -11.87 0.29
H -15.41 -13.24 0.51
H -15.79 -15.15 -0.75
H -17.07 -15.24 -1.94
H -16.27 -15.51 1.45
H -17.92 -15.50 2.02
H -18.87 -12.14 1.31
H -19.28 -13.73 2.05
H -18.33 -11.90 -1.06
H -18.58 -13.27 -2.09
H -19.36 -15.29 -1.32
H -19.83 -15.48 0.45
*
```



Entry 2:
DFT (ωB97M-V/def2-TZVPD) results for C3H3CdLiO3 as an isolated structure.

Kohn-Sham gap (alpha / beta)   5.8 / 9.9 eV
<S²>   0.755
Highest occupied orbital energy (alpha / beta)   -21.85 / -25.91 eV

Geometry as ORCA input:
```
! RIJCOSX wB97M-V def2-TZVPD def2/J DEFGRID3
* xyz 3 2
O 0.17 0.85 -0.01
C -0.11 -0.38 0.18
C -1.75 1.64 -0.06
O 0.71 -1.28 -0.10
O -1.42 -0.68 0.25
C -2.30 0.30 0.05
Cd 2.28 0.32 -0.19
H -1.91 2.15 -1.01
H -1.56 2.22 0.85
H -3.19 -0.02 -0.49
Li 0.29 -3.17 -0.52
*
```



Entry 3:
DFT (ωB97M-V/def2-TZVPD) results for a 12-piece molecular cluster, C40H79F7N13O15 overall.

Kohn-Sham gap   6.4 eV
Highest occupied orbital energy   -10.40 eV

Geometry as ORCA input:
```
! RIJCOSX wB97M-V def2-TZVPD def2/J DEFGRID3
* xyz 1 1
C -6.82 2.54 -2.90
C -5.95 2.16 -4.18
C -4.53 1.58 -3.75
C -3.38 2.19 -4.67
O -2.06 1.99 -4.09
C -1.37 0.98 -4.69
O -1.24 0.82 -5.88
C -0.61 -0.03 -3.76
C -0.79 -1.43 -4.13
C -0.14 -2.41 -3.27
N -0.28 -3.79 -3.51
N 0.60 -2.03 -2.17
C 0.79 -0.71 -1.80
C 1.64 -0.50 -0.51
O 3.03 -0.73 -0.70
C 3.60 -1.00 0.60
C 3.62 0.25 1.54
O 2.43 0.42 2.32
C 2.71 1.06 3.58
C 1.35 1.72 4.07
C 0.22 0.39 -2.58
C 0.44 1.88 -2.21
F 0.48 2.70 -3.33
F 1.67 2.11 -1.60
C -0.66 2.52 -1.24
F -0.01 3.17 -0.21
F -1.41 3.51 -1.85
C -1.66 1.52 -0.56
F -2.55 0.95 -1.44
F -2.45 2.27 0.28
F -1.08 0.57 0.22
H -7.90 2.60 -3.20
H -6.74 1.78 -2.09
H -6.53 3.56 -2.51
H -6.50 1.41 -4.81
H -5.72 3.11 -4.73
H -4.49 0.46 -3.80
H -4.36 1.98 -2.71
H -3.48 1.87 -5.74
H -3.56 3.30 -4.66
H -1.41 -1.75 -5.00
H 0.60 -4.25 -3.25
H -0.47 -3.97 -4.51
H 1.04 -2.77 -1.61
H 1.27 -1.29 0.22
H 1.41 0.48 0.00
H 4.68 -1.28 0.43
H 3.12 -1.89 1.10
H 4.47 0.15 2.27
H 3.84 1.14 0.88
H 3.48 1.87 3.53
H 2.94 0.25 4.32
H 0.48 1.03 3.87
H 1.12 2.66 3.51
H 1.35 1.94 5.16
O -1.51 -4.29 -6.18
C -1.04 -4.72 -7.24
N 0.07 -4.17 -7.78
C -1.65 -5.87 -7.99
H 0.48 -4.49 -8.64
H 0.49 -3.40 -7.30
H -2.67 -5.62 -8.26
H -1.65 -6.76 -7.35
H -1.09 -6.10 -8.90
O 5.78 0.50 3.79
C 6.87 0.55 4.35
N 7.96 -0.09 3.87
C 7.07 1.34 5.62
H 8.86 -0.07 4.30
H 7.84 -0.63 3.02
H 6.41 0.95 6.38
H 6.84 2.38 5.42
H 8.10 1.28 5.98
O 2.05 4.50 5.21
C 1.36 5.51 5.28
N 1.90 6.70 5.65
C -0.11 5.51 4.96
H 1.36 7.55 5.72
H 2.88 6.72 5.87
H -0.62 4.82 5.63
H -0.25 5.19 3.93
H -0.55 6.50 5.08
O -2.91 -6.74 -2.54
C -1.91 -7.40 -2.32
N -0.67 -6.84 -2.42
C -1.95 -8.85 -1.92
H 0.18 -7.33 -2.24
H -0.63 -5.87 -2.68
H -2.44 -9.42 -2.70
H -2.52 -8.95 -0.99
H -0.95 -9.25 -1.76
O -4.78 -6.83 -6.92
C -5.47 -5.83 -6.86
N -4.94 -4.64 -6.45
C -6.93 -5.81 -7.24
H -5.47 -3.79 -6.39
H -3.97 -4.63 -6.19
H -7.47 -6.51 -6.60
H -7.03 -6.12 -8.28
H -7.37 -4.82 -7.12
O 10.74 0.60 4.16
C 11.74 1.17 4.57
N 12.54 1.87 3.72
C 12.17 1.16 6.01
H 13.37 2.35 4.01
H 12.27 1.90 2.75
H 12.33 0.12 6.32
H 11.37 1.59 6.62
H 13.08 1.72 6.17
O -1.48 4.39 7.81
C -2.59 4.06 8.19
N -2.88 2.77 8.47
C -3.72 5.05 8.37
H -3.78 2.45 8.78
H -2.14 2.09 8.35
H -3.92 5.54 7.42
H -3.43 5.79 9.11
H -4.63 4.56 8.71
O -6.58 7.30 7.31
C -6.28 7.55 6.16
N -5.77 8.76 5.81
C -6.44 6.56 5.04
H -5.51 9.01 4.87
H -5.65 9.45 6.54
H -7.49 6.28 4.96
H -5.84 5.67 5.26
H -6.12 6.97 4.08
O 6.30 2.90 8.04
C 5.39 3.68 7.79
N 4.52 3.44 6.78
C 5.17 4.95 8.57
H 3.76 4.05 6.53
H 4.65 2.59 6.24
H 6.06 5.58 8.49
H 4.99 4.70 9.61
H 4.31 5.51 8.19
O -1.89 -11.38 -3.01
C -2.28 -12.53 -3.13
N -2.71 -13.01 -4.32
C -2.32 -13.50 -1.98
H -3.04 -13.95 -4.46
H -2.70 -12.38 -5.11
H -2.96 -13.10 -1.20
H -1.31 -13.63 -1.59
H -2.70 -14.48 -2.28
O -2.96 3.96 -8.25
C -1.76 3.84 -8.42
N -1.04 4.82 -9.02
C -0.99 2.63 -7.97
H -0.05 4.77 -9.18
H -1.53 5.64 -9.33
H -1.40 1.75 -8.47
H -1.11 2.52 -6.90
H 0.07 2.71 -8.20
*
```



Entry 4:
DFT (ωB97M-V/def2-TZVPD) results for C10H18N3 as an isolated structure.

Kohn-Sham gap   9.2 eV
Highest occupied orbital energy   -12.63 eV
Energy relative to the best compared isomer or geometry (same formula, charge and spin)   590.3 kJ/mol

Geometry as ORCA input:
```
! RIJCOSX wB97M-V def2-TZVPD def2/J DEFGRID3
* xyz 1 1
C 2.30 -0.56 3.73
C 0.91 -0.11 4.24
C 1.17 -0.34 1.80
C 1.21 -0.43 0.43
C 1.86 1.82 -0.86
C -0.94 -2.33 -0.32
C 0.76 1.05 -1.58
C -0.37 -1.26 -1.20
C -0.98 0.55 0.27
C 0.22 -0.05 -0.56
N 2.33 -0.70 2.46
N 0.13 0.07 3.30
N -2.29 0.53 -0.40
H 3.22 -0.74 4.33
H 0.73 -0.09 5.30
H 2.09 -0.86 0.13
H 2.79 1.21 -1.01
H 1.58 2.14 0.16
H 1.84 2.79 -1.41
H -0.29 -2.43 0.61
H -0.95 -3.38 -0.71
H -2.05 -2.12 -0.13
H 1.06 0.63 -2.58
H 0.00 1.84 -1.74
H -0.99 -0.89 -2.03
H 0.48 -1.71 -1.77
H -0.61 1.61 0.27
H -1.00 -0.07 1.19
H -2.73 -0.41 -0.65
H -2.26 1.21 -1.19
H -2.96 0.90 0.28
*
```